Molecular formula: C16H27CoNO5
Method: DFT, the ωB97M-V functional and the def2-TZVPD basis

- LUMO level (spin up / spin down): -7.14 / -7.38 eV
- ΔE to the lowest compared entry with this formula, charge and spin: 0.0 kcal/mol
- HOMO (spin up / spin down): -12.82 / -12.81 eV
- Charge: +2
- HOMO-LUMO gap (spin up / spin down): 5.68 / 5.44 eV
- Spin multiplicity: 4

Cartesian coordinates (Å):
C (-1.475, -1.734, -3.735)
C (-1.598, -0.882, -4.806)
H (-1.087, -2.746, -3.887)
H (-1.993, -1.515, -2.798)
C (-1.555, 0.544, -4.619)
C (-1.097, 1.067, -3.451)
H (-0.834, 0.394, -2.664)
H (-0.996, 2.151, -3.337)
C (-1.789, -1.410, -6.197)
H (-1.570, -2.478, -6.239)
H (-1.144, -0.906, -6.925)
H (-2.825, -1.285, -6.535)
C (-1.985, 1.498, -5.710)
H (-3.010, 1.301, -6.052)
H (-1.325, 1.481, -6.588)
H (-1.966, 2.519, -5.313)
Co (-0.422, 0.236, 2.933)
O (-0.227, -0.291, 1.105)
C (0.521, 0.243, 0.229)
O (0.502, 1.890, 2.725)
C (1.353, 1.977, 1.800)
O (2.341, 2.839, 1.880)
N (1.379, 1.277, 0.608)
C (3.153, 2.748, 0.656)
C (2.402, 1.854, -0.285)
H (4.123, 2.321, 0.935)
H (3.264, 3.759, 0.255)
H (3.024, 1.077, -0.744)
H (1.917, 2.433, -1.089)
C (0.580, -0.177, -1.140)
C (0.142, -1.373, -1.633)
H (1.051, 0.530, -1.824)
H (-0.423, -2.050, -0.985)
H (0.521, -1.674, -2.615)
C (-2.244, -0.607, 4.891)
O (-1.340, -1.108, 3.864)
C (-0.484, -2.248, 4.255)
C (0.845, -1.769, 4.800)
O (1.138, -0.478, 4.207)
C (2.160, 0.297, 4.858)
H (-2.390, 0.462, 4.683)
H (-1.815, -0.745, 5.898)
H (-3.186, -1.157, 4.786)
H (-1.031, -2.839, 4.991)
H (-0.326, -2.810, 3.331)
H (0.801, -1.658, 5.886)
H (1.653, -2.457, 4.527)
H (2.708, 0.872, 4.104)
H (1.713, 0.995, 5.575)
H (2.845, -0.369, 5.389)

Löwdin atomic charge list, values in e, 2 entries: C 0.006; C -0.291

=====

Molecular formula: C16H27CuGe2
Method: DFT, the ωB97M-V functional and the def2-TZVPD basis

- LUMO level: -0.54 eV
- HOMO: -7.38 eV
- Charge: 0
- HOMO-LUMO gap: 6.84 eV

Cartesian coordinates (Å):
Cu (-1.719, 0.001, -2.498)
C (2.804, -1.899, -3.081)
C (1.321, -1.656, -3.320)
Ge (0.694, 0.001, -2.492)
C (1.324, 1.660, -3.316)
C (2.806, 1.901, -3.074)
C (1.102, -0.001, -0.595)
C (0.195, -0.001, 0.419)
Ge (-1.713, 0.001, -0.060)
C (-2.706, 1.665, 0.241)
C (-2.878, 2.016, 1.710)
C (-2.711, -1.659, 0.239)
C (-2.884, -2.012, 1.708)
C (0.638, -0.003, 1.872)
C (-0.314, -0.003, 2.914)
C (0.070, -0.004, 4.257)
C (1.418, -0.007, 4.600)
C (2.385, -0.008, 3.599)
C (2.007, -0.006, 2.252)
H (3.096, -2.869, -3.535)
H (3.017, -1.938, -1.992)
H (3.414, -1.105, -3.549)
H (0.748, -2.495, -2.872)
H (1.111, -1.622, -4.410)
H (0.751, 2.498, -2.867)
H (1.115, 1.629, -4.406)
H (3.018, 1.939, -1.985)
H (3.099, 2.872, -3.526)
H (3.416, 1.108, -3.544)
H (2.164, -0.002, -0.415)
H (-3.706, 1.556, -0.229)
H (-2.165, 2.491, -0.267)
H (-3.423, 1.210, 2.241)
H (-3.465, 2.955, 1.796)
H (-1.888, 2.188, 2.180)
H (-2.173, -2.487, -0.269)
H (-3.710, -1.547, -0.231)
H (-1.896, -2.186, 2.179)
H (-3.475, -2.948, 1.793)
H (-3.427, -1.204, 2.239)
H (-1.366, 0.000, 2.713)
H (-0.683, -0.004, 5.034)
H (1.714, -0.009, 5.641)
H (3.434, -0.010, 3.866)
H (2.814, -0.007, 1.541)
H (-3.374, 0.001, -2.498)

Löwdin atomic charge list, values in e, 2 entries: Cu 0.116; C -0.197

=====

Molecular formula: C16H27FeIN4O2Si2
Method: DFT, the ωB97M-V functional and the def2-TZVPD basis

- LUMO level (spin up / spin down): -2.59 / -5.80 eV
- ΔE to the lowest compared entry with this formula, charge and spin: 113.3 kcal/mol
- HOMO (spin up / spin down): -8.35 / -9.45 eV
- Charge: +1
- HOMO-LUMO gap (spin up / spin down): 5.75 / 3.66 eV
- Spin multiplicity: 6

Cartesian coordinates (Å):
Fe (-0.641, 0.651, 0.029)
C (1.021, 2.722, 1.750)
Si (1.528, 1.165, 0.780)
C (2.812, 1.657, -0.518)
C (1.907, -0.296, 1.924)
C (3.134, -0.337, 2.587)
C (3.466, -1.385, 3.434)
C (2.570, -2.423, 3.621)
C (1.350, -2.404, 2.959)
C (0.994, -1.353, 2.112)
Si (-0.692, -1.379, 1.234)
C (-2.134, -1.011, 2.437)
C (-1.129, -2.931, 0.226)
H (1.907, 3.139, 2.241)
H (0.288, 2.488, 2.518)
H (0.605, 3.496, 1.104)
H (3.711, 2.034, -0.026)
H (2.433, 2.453, -1.161)
H (3.106, 0.818, -1.150)
H (3.849, 0.468, 2.442)
H (4.420, -1.388, 3.946)
H (2.820, -3.247, 4.277)
H (0.660, -3.229, 3.102)
H (-2.255, -1.842, 3.144)
H (-3.083, -0.895, 1.905)
H (-1.953, -0.106, 3.018)
H (-1.264, -3.794, 0.885)
H (-0.353, -3.189, -0.496)
H (-2.067, -2.791, -0.315)
N (-3.510, 2.782, -0.057)
C (-2.778, 2.597, 1.070)
O (-1.785, 1.822, 1.017)
C (-3.135, 3.233, 2.274)
I (-5.041, 1.194, 3.225)
H (-3.349, 2.128, -0.804)
H (-4.433, 3.179, 0.011)
H (-3.896, 3.997, 2.303)
H (-2.472, 3.145, 3.120)
C (0.526, -1.584, -5.508)
N (0.475, -0.883, -4.242)
C (1.185, -1.388, -3.081)
C (0.571, -0.536, -2.011)
O (0.807, -0.571, -0.782)
N (-0.381, 0.273, -2.511)
C (-0.430, 0.022, -3.822)
N (-1.318, 0.592, -4.642)
H (1.560, -1.843, -5.725)
H (0.157, -0.960, -6.320)
H (-0.062, -2.505, -5.477)
H (2.265, -1.244, -3.168)
H (1.012, -2.459, -2.925)
H (-1.772, 1.429, -4.318)
H (-1.204, 0.489, -5.635)

Löwdin atomic charge list, values in e, 2 entries: Fe 0.508; C -0.200

=====

Molecular formula: C16H27MnO12P2Sb2
Method: DFT, the ωB97M-V functional and the def2-TZVPD basis

- LUMO level (spin up / spin down): 1.33 / 1.55 eV
- ΔE to the lowest compared entry with this formula, charge and spin: 126.6 kcal/mol
- HOMO (spin up / spin down): -4.25 / -5.47 eV
- Charge: -1
- HOMO-LUMO gap (spin up / spin down): 5.58 / 7.01 eV
- Spin multiplicity: 6

Cartesian coordinates (Å):
Mn (-0.120, -0.186, -0.966)
O (1.228, -3.588, -1.896)
C (1.486, -2.715, -1.058)
O (0.640, -2.102, -0.312)
C (2.952, -2.315, -0.917)
O (3.185, -0.914, -0.789)
C (2.948, -0.245, -2.001)
C (0.782, 0.006, -3.398)
O (0.395, -2.472, -4.271)
O (-0.482, -0.057, -2.922)
H (0.817, -2.916, -3.498)
H (3.338, -2.770, -0.004)
H (3.502, -2.709, -1.770)
H (3.092, 0.816, -1.839)
H (3.564, -0.628, -2.811)
C (-2.555, 3.050, -0.741)
Sb (-2.349, 0.943, -0.303)
C (-3.083, -1.488, -0.032)
C (-2.763, 1.375, 1.783)
C (-2.441, 0.360, 2.846)
C (-3.417, -0.552, 3.252)
C (-3.172, -1.509, 4.224)
C (-1.922, -1.554, 4.832)
C (-0.946, -0.645, 4.452)
C (-1.177, 0.314, 3.458)
C (-0.057, 1.229, 3.033)
Sb (0.982, 0.373, 1.370)
C (2.600, 1.717, 1.287)
C (1.879, -1.165, 2.503)
H (-3.460, 3.414, -0.255)
H (-2.578, 3.186, -1.817)
H (-1.656, 3.506, -0.326)
H (-4.168, -1.476, 0.024)
H (-2.568, -1.730, 0.890)
H (-2.678, -1.941, -0.927)
H (-3.841, 1.564, 1.754)
H (-2.273, 2.333, 1.960)
H (-4.392, -0.511, 2.777)
H (-3.949, -2.210, 4.507)
H (-1.710, -2.289, 5.599)
H (0.030, -0.676, 4.929)
H (0.700, 1.325, 3.814)
H (-0.389, 2.228, 2.752)
H (2.813, 2.065, 2.298)
H (2.342, 2.542, 0.626)
H (3.456, 1.181, 0.880)
H (2.232, -0.747, 3.451)
H (2.718, -1.553, 1.926)
H (1.164, -1.968, 2.677)
O (-0.293, 3.242, -3.138)
P (1.065, 2.534, -2.617)
O (2.221, 3.439, -2.775)
O (0.709, 1.923, -1.280)
O (1.277, 1.302, -3.670)
P (1.086, -1.156, -4.772)
O (0.077, -0.634, -5.893)
O (2.489, -1.212, -5.199)
O (1.587, -0.554, -2.284)
H (-0.094, 3.819, -3.883)
H (-0.823, -0.599, -5.541)

Löwdin atomic charge list, values in e, 2 entries: Mn 0.441; O 0.005

=====

no.,DFT total energy (eV)
1,-66366.3698
2,-174698.3352
3,-85321.2221
4,-104580.5125